Record 1
Below is a cluster of 2 separate species, C3H10N2O2 in total in a non-equilibrium geometry, with properties calculated with wB97M-V/def2-TZVPD.

XYZ file:
```
17
Properties=species:S:1:pos:R:3
N 1.873 0.850 -1.659
C 1.031 0.305 -0.596
C -0.397 -0.075 -1.159
N -1.286 -0.793 -0.161
C -2.080 -0.076 0.752
O -2.666 -0.614 1.740
H 2.898 0.972 -1.493
H 1.534 1.833 -1.890
H 1.368 -0.681 -0.277
H 0.940 1.052 0.207
H -0.282 -0.734 -2.030
H -0.825 0.841 -1.463
H -0.726 -1.471 0.405
H -1.828 1.043 0.530
O 0.353 -1.158 2.226
H -0.596 -0.931 2.126
H 0.691 -0.364 2.743
```

The value obtained for the energy above the lowest of the compared OMol25 structures with the same formula, charge and spin is 2.206 eV. Its orbital gap is 10.29 eV. The maximum force is 0.0880 hartree/bohr. The HOMO energy comes out at -0.35347 hartree. Its SMILES is NCCNC=O.O. Its spin multiplicity is 1.



Record 2
Below is a cluster of 2 separate species, C3H10N2O2 in total in a non-equilibrium geometry, with properties calculated with wB97M-V/def2-TZVPD.

XYZ file:
```
17
Properties=species:S:1:pos:R:3
N 1.871 1.273 -0.896
C 1.899 0.365 0.253
C 0.804 -0.615 0.470
N -0.237 -0.171 1.396
C -1.057 0.991 0.959
O 0.052 -0.946 -0.751
H 2.471 0.850 -1.557
H 1.029 1.369 -1.357
H 1.195 -1.569 0.796
H 2.860 0.161 0.737
H 0.371 0.322 2.114
H -1.246 0.689 -0.090
H -0.440 1.822 1.052
H -1.978 1.013 1.416
H -0.892 -1.187 -0.504
H -3.421 -1.474 -1.109
O -2.710 -0.823 -1.136
```

The value obtained for the energy above the lowest of the compared OMol25 structures with the same formula, charge and spin is 8.256 eV. Its orbital gap is 3.22 eV. The maximum force is 0.1193 hartree/bohr. The HOMO energy comes out at -0.24939 hartree. Its spin multiplicity is 1.



Record 3
Below is a cluster of 2 separate species, C3H10N2O2 in total in a non-equilibrium geometry, with properties calculated with wB97M-V/def2-TZVPD.

XYZ file:
```
17
Properties=species:S:1:pos:R:3
N 2.480 0.746 -0.264
C 1.323 -0.076 -0.793
C 0.063 0.825 -0.764
C -0.381 1.085 0.663
N -0.681 2.355 0.850
O -0.501 0.241 1.512
H 2.418 0.644 0.755
H 3.333 0.252 -0.548
H 1.441 -0.433 -1.834
H 1.219 -0.965 -0.142
H 0.150 1.726 -1.402
H -0.773 0.215 -1.156
H -0.502 3.032 0.104
H -0.871 2.680 1.801
O -3.233 -4.214 0.612
H -2.810 -4.698 -0.133
H -2.673 -3.415 0.738
```

The value obtained for the energy above the lowest of the compared OMol25 structures with the same formula, charge and spin is 0.876 eV. Its orbital gap is 10.47 eV. The maximum force is 0.0549 hartree/bohr. The HOMO energy comes out at -0.35809 hartree. Its SMILES is NCCC(N)=O.O. Its spin multiplicity is 1.



Record 4
Below is a cluster of 2 separate species, C3H10N2O2 in total, with properties calculated with wB97M-V/def2-TZVPD.

XYZ file:
```
17
Properties=species:S:1:pos:R:3
N 0.452 -1.682 2.679
C 0.599 -1.429 1.240
C -0.760 -1.171 0.579
N -0.654 -0.276 -0.564
C -0.278 1.014 -0.469
O -0.322 1.823 -1.367
H 1.366 -1.543 3.093
H -0.153 -0.985 3.093
H 1.240 -0.562 1.084
H 1.032 -2.288 0.735
H -1.510 -0.820 1.282
H -1.106 -2.130 0.196
H -1.146 -0.534 -1.409
H 0.113 1.283 0.521
O 0.428 3.263 -3.940
H 0.896 3.445 -3.118
H -0.195 2.593 -3.633
```

The value obtained for the energy above the lowest of the compared OMol25 structures with the same formula, charge and spin is 1.154 eV. Its orbital gap is 10.66 eV. The maximum force is 0.0157 hartree/bohr. The HOMO energy comes out at -0.36460 hartree. Its SMILES is NCCNC=O.O. Its spin multiplicity is 1.



Record 5
Below is a cluster of 2 separate species, C3H10N2O2 in total in a non-equilibrium geometry, with properties calculated with wB97M-V/def2-TZVPD.

XYZ file:
```
17
Properties=species:S:1:pos:R:3
C -0.244 1.684 -1.412
N -0.016 0.422 -0.704
N 0.118 0.433 0.711
C -1.098 0.766 1.354
H -0.915 1.302 -2.210
H -0.804 2.377 -0.679
H 0.764 2.087 -1.755
H 0.218 -0.411 -1.214
H 0.982 0.943 0.949
H -1.644 1.630 0.925
H -1.874 -0.002 1.333
H -0.845 0.851 2.409
O 0.895 -2.296 -1.253
C 1.206 -2.761 -0.177
O 0.970 -2.099 0.956
H 1.709 -3.765 0.104
H 0.579 -1.161 0.664
```

The value obtained for the energy above the lowest of the compared OMol25 structures with the same formula, charge and spin is 2.896 eV. Its orbital gap is 9.60 eV. The maximum force is 0.0630 hartree/bohr. The HOMO energy comes out at -0.31822 hartree. Its SMILES is CNNC.O=CO. Its spin multiplicity is 1.



Record 6
Below is a cluster of 2 separate species, C3H10N2O2S in total in a non-equilibrium geometry, with properties calculated with wB97M-V/def2-TZVPD.

XYZ file:
```
18
Properties=species:S:1:pos:R:3
N -0.100 -1.403 1.585
C -0.707 -0.665 0.604
O -1.613 -1.169 -0.034
C -0.302 0.772 0.368
N 0.787 0.739 -0.642
C -1.495 1.523 -0.328
S -1.278 3.341 -0.432
H 0.749 -1.098 2.024
H -0.036 -2.391 1.511
H -0.005 1.389 1.222
H 1.183 -0.187 -0.698
H 1.512 1.435 -0.530
H -2.413 1.309 0.216
H -1.539 1.078 -1.311
H -1.008 3.442 0.900
O 1.936 -2.489 -1.247
H 1.730 -2.439 -2.156
H 2.597 -3.188 -1.051
```

The value obtained for the energy above the lowest of the compared OMol25 structures with the same formula, charge and spin is 1.104 eV. Its orbital gap is 9.34 eV. The maximum force is 0.0489 hartree/bohr. The HOMO energy comes out at -0.32552 hartree. Its SMILES is NC(=O)[C@@H](N)CS.O. Its spin multiplicity is 1.



Record 7
Below is a cluster of 2 separate species, C3H10N2O2S in total in a non-equilibrium geometry, with properties calculated with wB97M-V/def2-TZVPD.

XYZ file:
```
18
Properties=species:S:1:pos:R:3
N -0.822 1.725 -1.641
C -0.786 0.319 -1.325
O -0.987 -0.544 -2.142
C -0.686 0.078 0.174
N -1.410 -1.118 0.575
C 0.693 0.124 0.821
S 0.713 0.693 2.553
H -0.588 2.452 -1.007
H -0.625 1.950 -2.588
H -1.246 0.855 0.686
H -2.397 -1.044 0.762
H -1.190 -2.049 0.483
H 1.419 0.731 0.219
H 1.215 -0.841 0.565
H 0.396 -0.562 2.961
O 2.051 -1.455 -1.575
H 2.391 -2.311 -1.850
H 1.180 -1.368 -1.933
```

The value obtained for the energy above the lowest of the compared OMol25 structures with the same formula, charge and spin is 1.314 eV. Its orbital gap is 9.78 eV. The maximum force is 0.0563 hartree/bohr. The HOMO energy comes out at -0.33241 hartree. Its SMILES is NC(=O)[C@@H](N)CS.O. Its spin multiplicity is 1.



Record 8
Below is a cluster of 2 separate species, C3H10N2O3 in total in a non-equilibrium geometry, with properties calculated with wB97M-V/def2-TZVPD.

XYZ file:
```
18
Properties=species:S:1:pos:R:3
N 1.476 -0.997 -0.826
C 1.387 0.124 -2.254
O 1.425 -0.556 -3.235
O 1.128 1.227 -1.838
H 1.155 -0.339 0.055
H 0.963 -1.745 -1.275
H 2.426 -1.333 -0.705
N 0.684 0.791 0.934
C -0.671 0.604 1.474
C -1.524 -0.150 0.476
O -2.854 -0.153 0.962
H 0.762 1.498 0.208
H 1.359 0.970 1.665
H -1.129 1.569 1.698
H -0.601 0.035 2.401
H -1.461 0.348 -0.500
H -1.142 -1.169 0.357
H -3.384 -0.725 0.402
```

The value obtained for the energy above the lowest of the compared OMol25 structures with the same formula, charge and spin is 1.032 eV. Its orbital gap is 10.42 eV. The maximum force is 0.0305 hartree/bohr. The HOMO energy comes out at -0.36034 hartree. Its SMILES is [NH3+]C(=O)[O-].NCCO. Its spin multiplicity is 1.



Record 9
Below is a cluster of 2 separate species, C3H10N2O3 in total in a non-equilibrium geometry, with properties calculated with wB97M-V/def2-TZVPD.

XYZ file:
```
18
Properties=species:S:1:pos:R:3
N 0.976 0.694 -2.087
C -0.404 0.407 -1.751
C -0.668 0.358 -0.354
O -1.852 0.115 -0.068
N 0.171 0.214 0.723
C 1.419 0.920 1.111
O 2.551 0.066 1.168
H 1.699 0.170 -1.582
H 1.146 1.636 -1.895
H -0.884 -0.595 -2.306
H -0.948 1.290 -2.225
H -0.263 -0.182 1.598
H 1.651 1.802 0.618
H 1.279 1.252 2.108
H 2.289 -0.919 1.202
O -2.167 -2.280 1.035
H -1.784 -2.649 0.162
H -2.547 -1.482 0.743
```

The value obtained for the energy above the lowest of the compared OMol25 structures with the same formula, charge and spin is 2.397 eV. Its orbital gap is 10.01 eV. The maximum force is 0.1158 hartree/bohr. The HOMO energy comes out at -0.35369 hartree. Its SMILES is NCC(=O)NCO.O. Its spin multiplicity is 1.



Record 10
Below is a cluster of 2 separate species, C3H10N2O3 in total, with properties calculated with wB97M-V/def2-TZVPD.

XYZ file:
```
18
Properties=species:S:1:pos:R:3
C 1.934 -0.577 0.470
C -1.404 -1.294 -0.663
N 2.728 -0.114 -0.470
O -0.303 -0.412 -0.528
H 2.669 -0.503 -1.400
H 2.938 0.876 -0.428
H 1.558 -1.583 0.359
H 1.962 -0.151 1.458
H -1.186 -1.968 -1.494
H -1.559 -1.889 0.244
H -2.320 -0.739 -0.885
C -0.472 0.759 0.428
N -1.528 1.588 -0.173
O -0.987 0.234 1.652
O 0.700 1.280 0.574
H -1.948 0.195 1.573
H -1.573 2.438 0.381
H -1.210 1.859 -1.098
```

The value obtained for the energy above the lowest of the compared OMol25 structures with the same formula, charge and spin is 3.038 eV. Its orbital gap is 8.69 eV. The maximum force is 0.0168 hartree/bohr. The HOMO energy comes out at -0.30718 hartree. Its spin multiplicity is 1.